Density functional theory data (ωB97M-V/def2-TZVPD) for a molecular structure, C21H40N2O6SSiV at a distorted geometry.

Atoms and positions in Å:
V  0.041  0.054  -0.314
C  -3.765  -0.603  -1.129
C  -2.902  0.469  -0.502
C  -3.582  1.811  -0.426
O  -1.705  0.602  -1.390
C  -2.435  -0.021  0.885
O  -3.095  0.290  1.850
O  -1.378  -0.797  0.853
H  -4.106  -0.291  -2.117
H  -4.635  -0.782  -0.494
H  -3.208  -1.534  -1.222
H  -3.953  2.122  -1.406
H  -2.899  2.570  -0.035
H  -4.414  1.744  0.271
H  -1.608  1.521  -1.676
C  3.566  -1.945  0.640
C  2.197  -1.968  1.298
C  1.255  -2.936  0.613
C  2.337  -2.312  2.769
O  1.566  -0.654  1.145
Si  1.865  0.839  1.907
S  0.391  2.026  1.085
O  3.422  1.141  1.471
C  4.351  2.129  1.953
C  5.349  2.327  0.829
C  3.626  3.432  2.262
C  5.033  1.576  3.195
O  1.862  0.791  3.533
C  0.813  0.890  4.538
C  -0.491  0.287  4.043
C  0.634  2.365  4.854
C  1.347  0.141  5.743
H  3.931  -2.970  0.539
H  4.281  -1.371  1.233
H  3.526  -1.488  -0.348
H  1.630  -3.958  0.701
H  1.167  -2.718  -0.457
H  0.258  -2.876  1.051
H  2.834  -3.282  2.855
H  1.364  -2.378  3.251
H  2.938  -1.573  3.300
H  4.844  2.703  -0.063
H  5.827  1.377  0.579
H  6.125  3.040  1.117
H  3.100  3.800  1.379
H  4.343  4.190  2.586
H  2.892  3.300  3.062
H  5.556  0.647  2.954
H  4.300  1.368  3.976
H  5.764  2.291  3.581
H  -0.938  0.863  3.234
H  -1.211  0.252  4.865
H  -0.348  -0.730  3.684
H  0.325  2.910  3.960
H  1.567  2.794  5.227
H  -0.136  2.497  5.619
H  1.468  -0.919  5.512
H  0.659  0.231  6.586
H  2.317  0.544  6.043
N  0.538  2.772  -2.043
C  1.437  1.806  -2.454
C  2.396  2.055  -3.450
C  3.242  1.053  -3.838
C  3.119  -0.212  -3.260
C  2.133  -0.375  -2.322
N  1.321  0.604  -1.877
H  0.747  3.697  -2.392
H  0.449  2.773  -1.017
H  2.465  3.047  -3.876
H  3.999  1.244  -4.589
H  3.744  -1.046  -3.543
H  1.975  -1.350  -1.877

Output
**HOMO energy (spin up / spin down)**: -6.890 / -8.326 eV
**ΔE to the lowest compared entry with this formula, charge and spin**: 0.0 kJ/mol
**Spin multiplicity**: 4
**Frontier orbital gap (spin up / spin down)**: 7.17 / 8.56 eV
**LUMO energy (spin up / spin down)**: 0.282 / 0.237 eV